[1]
Formula: C4H12N2OSi
Source: the OMol25 dataset
Level of theory: ωB97M-V with the def2-TZVPD basis set

Structure (XYZ):
```
20
Properties=species:S:1:pos:R:3:forces:R:3:nbo_charge:R:1
Si 0.926596 0.440514 -0.038342 -2.48 -0.12 -1.64 1.857
O 2.185701 -0.276394 -0.737462 0.89 -0.48 0.18 -0.911
N 1.021712 2.098671 0.081644 0.58 -0.69 3.94 -1.333
N -2.111424 0.578230 -1.584040 1.02 1.19 -0.25 -0.724
C 2.938850 -1.457430 -0.548381 2.85 -0.31 0.60 -0.252
C -2.465363 -0.135867 -0.414436 1.22 -2.89 -0.59 -0.236
C -0.356020 -0.306790 1.131469 1.87 -0.59 -0.52 -0.899
C -1.689752 0.350677 0.830463 -2.76 -1.08 0.90 -0.430
H -2.291677 0.151413 -2.504308 0.03 -0.43 0.90 0.324
H -0.263549 -1.382774 0.958189 -0.65 -0.17 -0.25 0.239
H 0.993530 2.807829 -0.551019 -0.06 1.80 -2.41 0.410
H 2.298143 -2.367481 -0.672354 0.85 0.72 -0.18 0.192
H -1.539365 1.388855 0.705162 -0.08 1.32 0.21 0.223
H -3.597493 -0.134219 -0.263380 1.26 -0.07 0.08 0.186
H 3.957560 -1.430267 -1.213120 -2.95 -0.20 0.97 0.199
H 1.070847 2.513396 1.031511 -0.10 -0.45 -0.89 0.395
H 0.040723 -0.247367 2.140869 -0.44 0.52 0.51 0.242
H -2.057242 -1.256630 -0.454165 -1.52 1.44 -0.13 0.137
H -2.503983 0.141267 1.609226 1.66 0.50 -0.20 0.208
H 3.442197 -1.475638 0.492473 -1.19 -0.02 -1.24 0.173
```
Positions in Å, forces in eV/Å.

The energy above the lowest of the compared OMol25 structures with the same formula, charge and spin comes out at 5.155 eV. As for the spin multiplicity: 1. The total energy is -633.7293 Ha. Its HOMO-LUMO gap (alpha / beta) is 8.281 / 5.780 eV.



[2]
Formula: C5HN3O4
Source: the OMol25 dataset
Level of theory: ωB97M-V with the def2-TZVPD basis set

Structure (XYZ):
```
13
Properties=species:S:1:pos:R:3:forces:R:3:nbo_charge:R:1
O -3.654655 0.238180 -0.598643 4.43 2.93 3.04 -0.519
O 1.378362 3.160470 -0.584993 0.34 3.61 -0.61 -0.448
O 2.649710 -3.655448 -0.325549 -0.07 -0.81 -0.28 -0.455
O 0.040197 -0.770494 0.607084 0.08 -0.30 -1.03 -0.497
N -2.160512 0.417511 1.177411 -1.04 -0.21 1.19 -0.626
N 1.807670 -1.491711 -0.339805 1.58 2.70 -1.67 -0.584
N 1.199824 0.868259 -0.378550 0.97 -2.59 -0.57 -0.607
C -2.656126 0.780727 0.013745 -2.72 -1.74 -5.69 0.525
C 1.021833 -0.455331 -0.022809 -2.14 0.11 0.97 0.823
C 1.316621 2.035398 -0.531514 -0.30 -2.60 0.93 0.924
C -1.251645 0.018246 1.810939 -0.08 0.39 3.02 0.407
C 2.161809 -2.611596 -0.356206 0.87 -1.09 0.61 0.930
H -1.853089 1.465785 -0.471111 -1.92 -0.40 0.09 0.128
```
Positions in Å, forces in eV/Å.

The energy above the lowest of the compared OMol25 structures with the same formula, charge and spin comes out at 0.000 eV. As for the spin multiplicity: 1. The total energy is -656.2365 Ha. Its HOMO-LUMO gap is 9.409 eV.



[3]
Formula: C3H4ClN2O4PtS3Sb
Source: the OMol25 dataset
Level of theory: ωB97M-V with the def2-TZVPD basis set

Structure (XYZ):
```
19
Properties=species:S:1:pos:R:3:forces:R:3:nbo_charge:R:1
Pt 1.029758 0.584675 -0.590628 0.33 0.02 1.91 0.914
Sb 3.884021 1.443999 0.816298 -0.85 0.07 -1.01 0.963
Cl -0.437108 0.792518 -2.801582 -1.12 -0.45 -1.80 2.556
S 1.624944 2.422477 0.916137 0.82 -0.54 0.03 -0.715
S 5.166387 2.668963 -0.640702 -0.11 -0.29 0.48 -0.672
S 3.051253 -0.590212 -0.361884 0.24 0.57 0.61 -0.742
O -1.258465 1.037590 -3.926360 -0.53 0.23 -0.82 -0.842
O -0.574983 1.878525 -1.873023 -0.11 1.03 1.23 -0.861
O -0.854299 -0.416683 -2.151852 -0.34 -0.94 0.39 -0.876
O 0.927477 0.665886 -3.186837 1.12 0.05 -0.62 -0.845
N -1.269662 -1.846011 2.210331 0.25 -0.11 0.09 -0.512
N -0.561186 -0.326495 0.806343 0.95 0.09 -0.18 -0.480
C -2.375441 -1.326495 1.595070 -0.39 0.25 -0.26 -0.121
C -0.196411 -1.211726 1.698293 0.31 0.07 0.11 0.197
C -1.914769 -0.379698 0.727090 -0.43 -0.16 0.15 -0.058
H -2.448378 0.263462 0.059779 -0.18 0.05 -0.19 0.237
H 0.814255 -1.400120 2.001825 0.22 -0.07 -0.03 0.225
H -3.365160 -1.672857 1.810126 -0.17 -0.03 0.04 0.214
H -1.242232 -2.587799 2.891575 -0.03 0.17 -0.12 0.418
```
Positions in Å, forces in eV/Å.

The energy above the lowest of the compared OMol25 structures with the same formula, charge and spin comes out at 0.899 eV. As for the spin multiplicity: 4. The total energy is -2541.3151 Ha. Its HOMO-LUMO gap (alpha / beta) is 6.489 / 5.560 eV. As for the net charge: -1.



[4]
Formula: C5H12NO2
Source: the OMol25 dataset
Level of theory: ωB97M-V with the def2-TZVPD basis set

Structure (XYZ):
```
20
Properties=species:S:1:pos:R:3:forces:R:3:nbo_charge:R:1
O -0.168977 0.459116 0.303236 1.43 1.67 -0.28 -0.319
O 1.681545 -1.719248 0.589095 -1.17 0.56 -0.43 -0.553
N -1.827334 -1.513741 0.748515 -1.06 -1.57 1.24 -0.866
C 0.484085 -1.590227 0.386906 1.86 -2.08 1.25 0.444
C 0.298002 2.516597 -0.922263 -1.21 0.00 0.13 -0.422
C -0.393960 2.028929 -2.226914 1.16 0.80 0.18 -0.613
C 0.841093 1.345222 -0.070311 0.39 0.76 -1.05 -0.145
C -0.574613 -1.936549 1.421532 -1.09 0.68 -0.91 -0.323
H 1.057087 3.276073 -1.197542 -0.12 -0.59 0.42 0.212
H -0.748648 2.890490 -2.832736 0.05 -0.63 0.44 0.215
H -1.183174 1.316095 -2.041246 -0.29 -0.05 0.07 0.216
H -0.342599 -1.393887 2.345047 0.02 -0.20 0.01 0.194
H -0.614783 -3.024318 1.607358 0.25 0.47 -0.10 0.217
H -2.701057 -1.711700 1.287684 1.33 0.47 -0.67 0.367
H -0.437737 3.012036 -0.248333 0.35 -0.01 -0.58 0.199
H -1.750934 -0.561317 0.455754 -0.47 0.32 0.20 0.380
H 1.378602 1.795424 0.800189 -0.33 -0.81 -0.10 0.217
H 0.062058 -1.448311 -0.614132 0.01 0.29 -0.44 0.141
H 1.645331 0.814129 -0.676758 -0.81 -0.02 0.83 0.238
H 0.399004 1.528702 -2.797246 -0.31 -0.03 -0.20 0.199
```
Positions in Å, forces in eV/Å.

The energy above the lowest of the compared OMol25 structures with the same formula, charge and spin comes out at 2.061 eV. As for the spin multiplicity: 2. The total energy is -402.8207 Ha. Its HOMO-LUMO gap (alpha / beta) is 10.212 / 6.785 eV.



[5]
Formula: C4H9BO2
Source: the OMol25 dataset
Level of theory: ωB97M-V with the def2-TZVPD basis set

Structure (XYZ):
```
16
Properties=species:S:1:pos:R:3:forces:R:3:nbo_charge:R:1
O 0.851070 1.141546 0.733830 -2.17 -2.37 -1.48 -0.898
O -1.359511 -1.640023 0.322520 -1.81 -0.79 -0.35 -0.692
C -1.069744 -0.357475 -0.021108 4.19 3.32 -1.41 0.059
C -1.933645 0.807621 0.459859 -0.82 -1.55 0.64 -0.460
C 2.408951 -0.790672 -0.360738 -5.67 1.01 -2.81 -0.921
C -2.027293 0.371976 -1.018702 1.03 0.42 1.37 -0.470
B 0.791794 -0.056283 -0.006669 -1.27 0.56 1.16 0.908
H 2.735245 -0.191355 -1.207633 0.77 0.30 0.51 0.233
H -2.769580 0.423935 1.104567 0.67 0.53 -0.68 0.200
H 2.804085 -0.758974 0.565595 2.15 0.44 2.69 0.220
H -1.550278 1.757988 0.839195 0.19 -0.42 -0.60 0.238
H -1.811088 1.081520 -1.841047 0.25 -0.76 0.65 0.229
H 2.321581 -1.792999 -0.725701 -0.12 -0.64 -0.02 0.232
H -2.878054 -0.258480 -1.162415 -0.69 -0.12 -0.57 0.187
H -2.275206 -1.692062 -0.024206 0.49 -1.01 0.59 0.457
H 1.692457 1.494317 0.796895 2.81 1.08 0.31 0.479
```
Positions in Å, forces in eV/Å.

The energy above the lowest of the compared OMol25 structures with the same formula, charge and spin comes out at 4.214 eV. As for the spin multiplicity: 1. The total energy is -333.0722 Ha. Its HOMO-LUMO gap is 9.533 eV.



[6]
Formula: C10H25NOP2PbSSi
Source: the OMol25 dataset
Level of theory: ωB97M-V with the def2-TZVPD basis set

Structure (XYZ):
```
42
Properties=species:S:1:pos:R:3:forces:R:3:nbo_charge:R:1
Pb 0.412931 -0.161714 -0.878557 -0.91 -2.11 -0.49 1.084
S 0.144931 4.721486 -1.436157 -0.12 1.01 -0.15 0.497
P 0.626931 0.131886 1.815543 0.24 0.05 1.20 0.909
P 3.144131 -0.398214 -0.261557 0.92 0.21 0.25 0.863
Si -3.385269 -0.520914 -1.453957 -1.47 -0.69 -1.15 1.875
O -2.115969 -0.175614 -0.637057 1.09 0.33 0.64 -1.208
N 0.563531 2.018486 -1.050057 0.33 2.25 0.11 -0.510
C 0.211331 1.797986 2.422843 -0.01 -0.20 -0.28 -0.936
C -0.349469 -0.989514 2.873343 0.00 0.14 -0.37 -0.931
C 3.415231 0.366586 1.404343 0.08 -0.22 -0.43 -0.704
C 3.628531 -2.159114 -0.082457 -0.16 0.36 -0.05 -0.938
C 2.374531 -0.113214 2.406943 -0.35 -0.05 -0.28 -0.705
C -3.913169 -2.304114 -1.755357 0.25 0.54 0.24 -1.163
C 0.391231 3.174086 -1.213357 0.05 -1.53 0.08 0.092
C -4.962669 0.528286 -0.830657 -0.06 0.17 0.04 -0.820
C -3.445969 0.493886 -3.160657 0.07 0.05 0.23 -0.879
C 4.450931 0.326686 -1.307057 -0.19 -0.15 0.08 -0.930
H 0.361331 1.837386 3.501543 -0.03 0.01 0.00 0.264
H 2.512231 -1.180314 2.593143 -0.08 0.00 0.11 0.250
H 0.846831 2.537086 1.939043 0.02 0.08 0.02 0.244
H 4.337031 -0.031814 -2.329057 0.04 0.00 -0.02 0.263
H 5.433931 0.036886 -0.936157 0.03 0.02 0.01 0.260
H 2.477431 0.417786 3.357043 -0.03 -0.12 0.00 0.267
H 3.373231 1.451286 1.273543 0.05 -0.02 -0.02 0.242
H -3.159469 -2.872614 -2.294457 0.22 0.02 -0.08 0.261
H -5.785669 0.345486 -1.505557 -0.06 -0.14 -0.24 0.248
H -0.173169 -0.772014 3.927043 0.07 0.03 -0.03 0.264
H -5.140969 0.086886 0.140443 0.06 -0.26 0.33 0.253
H -0.828769 2.009386 2.183443 -0.06 0.09 0.03 0.264
H -4.830869 -2.377814 -2.331957 -0.15 0.18 -0.10 0.266
H 4.422831 0.104386 1.740043 -0.04 0.11 0.04 0.263
H -4.744369 1.582186 -0.745057 0.20 0.15 -0.06 0.241
H -3.237669 1.540386 -2.985257 0.01 0.15 0.11 0.234
H 4.366331 1.411386 -1.306057 0.01 0.05 -0.01 0.255
H -0.080869 -2.022514 2.663743 0.00 -0.07 0.02 0.259
H 2.903931 -2.709614 0.515343 0.00 -0.04 0.04 0.248
H -2.641669 0.029386 -3.718057 0.28 -0.22 -0.13 0.244
H -4.389169 0.362186 -3.670957 -0.24 -0.12 0.06 0.253
H -4.086469 -2.828914 -0.819257 0.01 -0.02 0.20 0.265
H -1.405769 -0.852414 2.648643 -0.05 -0.02 0.01 0.268
H 4.615031 -2.232314 0.377743 -0.02 0.00 0.00 0.262
H 3.663031 -2.608714 -1.075057 0.01 -0.02 0.01 0.268
```
Positions in Å, forces in eV/Å.

The energy above the lowest of the compared OMol25 structures with the same formula, charge and spin comes out at 3.889 eV. As for the spin multiplicity: 1. The total energy is -2088.6751 Ha. Its HOMO-LUMO gap (alpha / beta) is 4.477 / 6.002 eV. As for the net charge: +2.



[7]
Formula: C5H11N3OS2
Source: the OMol25 dataset
Level of theory: ωB97M-V with the def2-TZVPD basis set

Structure (XYZ):
```
22
Properties=species:S:1:pos:R:3:forces:R:3:nbo_charge:R:1
S 1.206482 0.976030 -1.325356 0.09 -0.03 0.11 0.189
S -2.122750 -2.142877 -0.419357 -0.54 -0.03 -0.02 -0.096
O 1.327943 -1.350572 1.700197 0.09 -0.05 0.39 -0.582
N -2.360561 1.914107 1.410330 0.07 -0.24 -0.30 -0.619
N 1.984603 -1.987798 0.652795 -0.20 0.14 -0.66 -0.118
N -2.089693 0.545649 -0.517603 -0.43 0.01 -0.23 -0.621
C -2.287149 0.779808 0.852536 -0.04 0.08 0.12 0.269
C 2.170334 1.417881 0.137102 0.06 0.07 0.12 -0.748
C -2.011427 -0.672906 -1.116766 -1.46 0.03 0.17 -0.084
C 1.547397 -1.614253 -0.487596 0.23 -0.12 0.28 0.024
C 0.486359 -0.591905 -0.754171 1.05 0.10 0.23 -0.608
H -0.128802 -0.425741 0.132617 0.57 -0.07 -0.22 0.242
H 1.526774 1.531970 1.012276 0.05 -0.02 -0.12 0.224
H -1.998012 1.361183 -1.110853 0.09 -0.10 0.09 0.411
H -2.378272 -0.134712 1.433426 0.02 0.06 -0.06 0.205
H -2.257179 2.681621 0.741124 -0.01 -0.06 0.06 0.326
H 2.057066 -2.077023 -1.328010 -0.05 0.02 0.06 0.204
H -0.159139 -0.928978 -1.569200 1.00 0.04 0.20 0.244
H 1.746344 -1.742545 2.479833 -0.16 0.12 -0.21 0.483
H -1.854763 -0.576952 -2.192993 -0.24 0.07 0.08 0.199
H 2.936818 0.666725 0.347437 -0.13 0.08 -0.08 0.225
H 2.657618 2.371285 -0.077774 -0.06 -0.11 0.00 0.232
```
Positions in Å, forces in eV/Å.

The energy above the lowest of the compared OMol25 structures with the same formula, charge and spin comes out at 3.296 eV. As for the spin multiplicity: 1. The total energy is -1232.8951 Ha. Its HOMO-LUMO gap is 8.715 eV.



[8]
Formula: C9H10NO2
Source: the OMol25 dataset
Level of theory: ωB97M-V with the def2-TZVPD basis set

Structure (XYZ):
```
22
Properties=species:S:1:pos:R:3:forces:R:3:nbo_charge:R:1
O -1.353492 -1.755832 -0.008922 -0.15 -0.47 0.68 -0.534
O -2.190655 -2.346363 2.036853 0.08 0.29 -0.17 -0.529
N 0.777568 -1.302257 -0.733043 -0.53 1.10 0.44 -0.540
C -1.470182 -0.004657 1.591726 -0.04 -4.19 -1.37 -0.358
C -0.653276 2.598526 1.429756 0.88 0.71 -1.66 -0.401
C -1.744852 -1.463862 1.369678 -0.10 1.98 0.90 0.704
C -1.171571 2.084385 2.577412 -1.29 -2.20 1.14 0.091
C -0.744357 0.450660 0.429218 -0.60 -0.73 0.43 0.052
C -1.665218 0.748660 2.792770 0.39 -0.15 -1.47 -0.061
C 1.226183 -1.624524 -2.135715 2.84 -0.27 0.62 -0.442
C -0.626827 -0.744767 -0.561099 -1.60 1.60 -0.93 0.210
C -0.404103 1.809197 0.332854 -0.48 -0.89 0.53 -0.033
H -0.438637 3.636283 1.446547 0.29 0.69 -0.28 0.246
H -2.184364 0.268085 3.648574 0.67 0.91 -0.46 0.272
H -0.039719 2.177795 -0.570467 0.73 0.82 -1.31 0.224
H 1.325690 -0.708046 -2.787035 -0.78 -0.94 0.91 0.254
H 0.542942 -2.030053 -0.081958 0.76 -2.15 -0.25 0.463
H 2.329131 -1.968720 -2.000405 -1.99 0.23 -0.42 0.252
H -0.998711 -0.649250 -1.608028 0.24 0.81 0.68 0.225
H 1.396449 -0.755394 -0.152490 0.87 0.69 -0.44 0.432
H -1.232620 2.780829 3.316116 -0.35 1.62 2.46 0.214
H 0.610069 -2.447329 -2.518968 0.16 0.54 -0.03 0.259
```
Positions in Å, forces in eV/Å.

The energy above the lowest of the compared OMol25 structures with the same formula, charge and spin comes out at 0.000 eV. As for the spin multiplicity: 3. The total energy is -553.7419 Ha. Its HOMO-LUMO gap (alpha / beta) is 5.261 / 5.478 eV. As for the net charge: +1.



[9]
Formula: C6H13N
Source: the OMol25 dataset
Level of theory: ωB97M-V with the def2-TZVPD basis set

Structure (XYZ):
```
20
Properties=species:S:1:pos:R:3:forces:R:3:nbo_charge:R:1
N 0.554589 -0.181481 -0.950027 5.62 0.11 -2.35 -0.557
C -1.525665 -0.275437 0.070184 1.87 0.30 1.84 0.060
C 0.577999 -0.087176 0.376166 -5.60 -0.32 1.94 0.110
C -1.986993 -1.677994 -0.072339 0.00 -0.11 0.09 -0.693
C 0.841485 1.154269 1.174508 -0.03 -0.18 -0.05 -0.682
C -2.255293 0.823194 0.071723 -0.05 0.08 -0.14 -0.513
C 2.638515 -0.067749 -0.993531 -2.13 -0.10 -1.40 -0.562
H -1.522701 -2.139837 -0.945858 -0.01 -0.01 0.02 0.232
H -1.825701 1.818557 0.111810 0.07 0.00 0.28 0.193
H -1.708755 -2.275280 0.800247 0.03 0.02 -0.04 0.216
H 1.863292 1.136948 1.557061 0.08 0.09 0.00 0.223
H 0.789827 -1.023958 0.891484 0.03 0.09 -0.06 0.189
H -3.077442 -1.739439 -0.179892 0.10 0.07 -0.07 0.208
H 0.155595 1.184973 2.022827 0.11 0.03 -0.01 0.241
H 2.951516 0.970205 -0.908442 -0.16 -0.07 0.01 0.187
H -3.345230 0.790338 0.016844 0.09 -0.07 -0.29 0.192
H 2.718139 -0.470764 -1.996437 0.37 0.09 0.02 0.204
H 3.078487 -0.722163 -0.246656 -0.45 -0.03 0.15 0.190
H 0.376936 0.729051 -1.375094 0.06 -0.02 0.09 0.352
H 0.701401 2.053743 0.575421 -0.01 0.01 -0.03 0.210
```
Positions in Å, forces in eV/Å.

The energy above the lowest of the compared OMol25 structures with the same formula, charge and spin comes out at 5.557 eV. As for the spin multiplicity: 1. The total energy is -290.9545 Ha. Its HOMO-LUMO gap is 8.006 eV.